51
Properties=species:S:1:pos:R:3:forces:R:3:mulliken_charge:R:1 method="wB97M-V/def2-TZVPD" orbital_gap_ev="6.426 / 6.425" e_tot_ev=-88419.548 largest_force_ev_per_a=0.6 e_above_lowest_kj_mol=0.0
Ru 0.585 1.829 1.087 -0.6 0.1 -0.1 0.408
S 1.994 5.299 3.648 0.0 -0.1 0.0 -0.251
C 1.416 3.982 2.908 0.0 0.0 -0.2 0.280
S 2.047 2.368 2.773 0.2 0.2 0.2 -0.319
S -0.073 3.817 2.001 0.0 0.1 0.1 -0.328
C -4.127 -0.386 1.808 0.0 0.0 -0.1 -0.793
N -3.776 0.809 1.055 -0.1 0.0 0.1 0.189
C -4.596 1.435 0.129 0.0 0.0 -0.1 -0.353
C -3.912 2.488 -0.361 0.0 -0.1 0.0 -0.619
N -2.699 2.507 0.291 0.0 0.0 0.1 0.259
C -2.615 1.483 1.156 0.1 0.0 0.0 0.318
S -1.344 1.080 2.227 0.1 0.1 0.0 -0.267
H -4.556 -1.120 1.130 0.0 0.0 0.0 0.399
H -4.840 -0.140 2.593 0.0 0.0 0.0 0.296
H -3.219 -0.792 2.248 0.0 0.0 0.0 0.162
H -5.576 1.061 -0.101 0.0 0.0 0.0 0.481
H -4.170 3.209 -1.114 0.0 0.0 0.0 0.445
H -1.928 3.129 0.102 0.0 0.0 0.0 0.126
C 4.674 -2.094 -3.258 0.0 0.0 0.0 -1.444
C 3.712 -1.020 -2.836 0.0 0.0 0.0 0.865
C 2.423 -0.974 -3.368 0.0 0.0 0.0 -0.730
C 1.539 0.027 -3.009 0.0 0.0 0.0 -0.673
C 1.943 0.997 -2.100 0.0 0.0 -0.1 0.107
C 3.219 0.976 -1.559 0.0 0.0 0.0 -0.431
C 4.093 -0.036 -1.931 0.0 0.0 0.0 -0.651
S 0.793 2.247 -1.619 0.1 -0.3 0.0 1.689
O 1.480 3.019 -0.546 0.1 -0.1 0.1 -0.789
O 0.354 2.964 -2.769 0.0 0.1 0.1 -0.684
O -0.303 1.513 -0.890 0.1 0.0 -0.1 -0.560
H 4.170 -3.054 -3.373 0.0 0.0 0.0 0.368
H 5.477 -2.212 -2.532 0.0 0.0 0.0 0.361
H 5.129 -1.846 -4.218 0.0 0.0 0.0 0.305
H 2.109 -1.735 -4.072 0.0 0.0 0.0 0.383
H 0.542 0.055 -3.431 0.0 0.0 0.0 0.475
H 3.519 1.738 -0.852 0.0 0.0 0.0 0.532
H 5.089 -0.058 -1.505 0.0 0.0 0.0 0.369
C 1.143 -0.102 1.637 0.1 0.1 -0.1 -1.491
C 0.216 -1.245 1.476 0.0 -0.1 -0.1 1.033
C -0.171 -2.010 2.577 0.0 0.0 0.0 -0.561
C -1.105 -3.021 2.448 0.0 0.0 0.0 -0.756
C -1.661 -3.290 1.199 0.0 0.1 0.0 0.529
C -1.250 -2.563 0.080 0.0 0.0 0.0 -0.930
C -0.314 -1.559 0.221 0.0 0.0 0.0 -0.070
C -2.667 -4.305 1.058 0.0 -0.1 0.0 -0.033
N -3.473 -5.115 0.936 0.0 0.0 0.0 -0.519
H 1.836 -0.031 0.772 0.0 0.0 0.0 0.512
H 1.724 -0.171 2.553 0.0 0.0 0.0 0.670
H 0.246 -1.787 3.552 0.0 0.0 0.0 0.366
H -1.415 -3.596 3.310 0.0 0.0 0.0 0.483
H -1.670 -2.793 -0.890 0.0 0.0 0.0 0.475
H -0.016 -0.976 -0.640 0.0 0.0 0.0 0.370

***

100
Properties=species:S:1:pos:R:3:forces:R:3:mulliken_charge:R:1 method="wB97M-V/def2-TZVPD" orbital_gap_ev=6.954 e_tot_ev=-72722.978 charge=+1 largest_force_ev_per_a=8.9
C 0.415 -2.133 0.023 -0.4 0.8 -0.6 -0.829
C -0.974 -2.047 -0.843 -0.6 0.7 1.1 0.858
O -0.786 -1.676 -2.269 -2.0 0.4 1.7 -0.493
C -1.903 -3.431 -0.754 -0.4 0.8 -1.0 -0.498
C -3.477 -2.886 -0.769 -0.7 -0.8 -1.1 0.221
C -4.613 -2.974 -1.948 2.3 2.2 6.8 -0.482
N -5.736 -2.236 -1.253 3.9 0.0 3.3 -0.106
C -5.330 -1.769 0.162 2.2 -1.6 -1.7 -0.165
N -3.912 -2.178 0.495 -5.1 -1.1 -7.2 -0.041
H 0.177 -1.929 1.167 0.3 -0.7 -2.4 0.111
H 0.923 -3.176 -0.147 -0.8 2.1 0.4 0.225
H 1.088 -1.217 -0.339 -1.3 -2.3 0.7 0.297
H -1.615 -1.159 -0.370 1.4 -1.9 -0.8 -0.379
H -1.623 -1.138 -2.480 2.0 -1.2 0.2 0.304
H -1.657 -4.090 0.183 -0.7 1.4 -1.7 0.308
H -1.643 -4.055 -1.736 -0.9 1.4 2.2 0.308
H -4.519 -3.468 -3.004 -0.6 1.3 2.4 0.367
H -6.676 -2.030 -1.670 1.3 -0.2 0.8 0.272
H -5.954 -1.163 0.945 1.0 -1.4 -2.1 0.367
H -3.314 -2.045 1.339 -0.9 0.0 -0.7 0.300
C 3.799 -2.417 -2.470 0.4 0.1 0.0 0.562
O 4.213 -3.023 -1.495 0.1 -0.4 0.6 -0.683
N 2.535 -2.532 -2.915 -1.3 -0.5 -0.1 -0.251
N 4.570 -1.579 -3.187 1.0 0.4 -0.1 -0.211
H 2.176 -2.041 -3.717 0.1 0.0 0.1 0.157
H 1.921 -3.152 -2.404 0.2 0.3 -0.3 0.127
H 5.529 -1.464 -2.885 -0.4 -0.1 0.0 0.176
H 4.247 -1.071 -3.993 -0.1 0.2 -0.2 0.251
C 4.775 0.670 -6.200 -0.4 -0.1 -0.1 0.716
O 3.952 0.066 -5.530 -0.2 -0.1 0.2 -0.756
N 4.432 1.472 -7.224 -0.8 0.6 -0.7 -0.420
N 6.099 0.588 -5.974 1.2 -0.3 0.7 -0.364
H 5.095 1.977 -7.787 -0.1 -0.1 0.1 0.154
H 3.445 1.561 -7.428 0.4 0.0 0.0 0.218
H 6.400 -0.005 -5.211 0.0 0.2 -0.3 0.157
H 6.791 1.078 -6.514 -0.1 -0.2 0.0 0.195
C -0.207 -2.386 4.488 -0.1 -0.3 1.0 0.623
O -0.752 -1.706 3.633 -0.6 0.6 -1.3 -0.709
N -0.723 -2.559 5.718 -0.9 0.4 -0.1 -0.319
N 0.958 -3.024 4.276 1.0 -0.2 -0.8 -0.132
H -0.289 -3.115 6.435 0.0 0.0 0.1 0.271
H -1.600 -2.096 5.919 0.4 -0.2 -0.1 0.192
H 1.381 -2.920 3.363 0.0 -0.3 0.4 0.087
H 1.422 -3.588 4.968 -0.1 0.1 -0.2 0.101
C 7.003 4.484 -4.477 0.0 0.7 1.0 0.515
O 7.191 5.352 -3.638 0.0 -0.1 -0.2 -0.639
N 6.177 3.442 -4.273 -0.9 -0.9 0.6 -0.337
N 7.605 4.492 -5.680 0.9 0.4 -1.4 -0.309
H 6.009 2.718 -4.951 0.0 0.1 0.2 0.223
H 5.703 3.398 -3.380 0.1 0.0 -0.3 0.180
H 8.236 5.260 -5.874 -0.2 -0.3 0.0 0.205
H 7.463 3.787 -6.383 0.0 0.2 0.2 0.135
C 3.844 -5.505 2.043 -0.1 0.4 -0.2 0.663
O 2.948 -5.339 2.856 -0.4 0.1 0.5 -0.660
N 4.720 -6.523 2.124 0.7 -1.3 0.6 -0.409
N 4.036 -4.686 0.994 -0.3 0.7 -0.5 -0.207
H 5.464 -6.677 1.465 -0.2 0.1 0.1 0.162
H 4.611 -7.164 2.900 0.1 0.2 -0.3 0.223
H 3.398 -3.906 0.896 0.4 -0.3 -0.2 0.092
H 4.768 -4.806 0.314 -0.2 0.2 0.0 0.161
C -1.107 2.919 0.144 0.6 0.6 0.2 0.669
O -0.945 4.086 -0.176 -0.2 0.1 -0.2 -0.692
N -0.299 2.282 1.010 0.9 -0.2 0.7 -0.204
N -2.110 2.165 -0.342 -1.3 -0.5 -1.0 -0.198
H -0.417 1.322 1.285 0.0 0.2 0.0 0.095
H 0.469 2.814 1.399 0.1 -0.1 0.1 0.197
H -2.742 2.606 -0.997 -0.1 -0.2 0.3 0.107
H -2.261 1.202 -0.091 0.1 0.3 0.0 0.073
C -5.501 3.579 -2.678 0.0 0.0 -0.1 0.705
O -5.087 2.973 -1.703 0.2 -0.4 0.4 -0.673
N -6.765 3.464 -3.124 -1.2 -0.5 0.0 -0.385
N -4.730 4.417 -3.395 1.1 0.6 -0.3 -0.365
H -7.124 3.955 -3.925 0.0 -0.1 0.2 0.139
H -7.379 2.844 -2.612 0.1 0.3 -0.3 0.186
H -3.771 4.532 -3.094 -0.3 0.1 -0.1 0.218
H -5.053 4.925 -4.201 0.0 -0.1 0.2 0.175
C -9.791 5.426 -1.641 -0.1 -0.4 -0.1 0.660
O -10.055 4.315 -2.073 0.0 -0.3 -0.1 -0.649
N -10.623 6.475 -1.773 -1.1 0.8 -0.4 -0.392
N -8.644 5.701 -0.993 1.3 -0.2 0.6 -0.351
H -10.423 7.397 -1.424 0.0 -0.2 -0.1 0.163
H -11.498 6.311 -2.254 0.3 0.1 0.2 0.224
H -7.990 4.939 -0.872 -0.2 0.3 0.0 0.177
H -8.409 6.609 -0.630 0.0 -0.2 -0.1 0.172
C 2.126 3.618 3.882 0.0 0.0 -0.4 0.667
O 2.183 3.477 2.671 -0.1 -0.1 -0.3 -0.719
N 2.624 2.713 4.744 0.7 -1.2 0.5 -0.386
N 1.562 4.692 4.464 -0.7 1.2 0.1 -0.381
H 2.587 2.811 5.744 0.0 0.0 -0.2 0.163
H 3.058 1.890 4.347 -0.2 0.3 0.2 0.225
H 1.175 5.398 3.851 0.1 -0.2 0.2 0.229
H 1.506 4.826 5.460 0.0 0.0 -0.2 0.164
C 0.672 -4.329 8.820 0.1 -0.2 0.2 0.629
O 0.127 -3.649 7.966 -0.1 0.0 0.2 -0.710
N 0.155 -4.502 10.051 -0.9 0.2 0.8 -0.423
N 1.837 -4.967 8.609 1.0 -0.3 -0.7 -0.346
H 0.589 -5.059 10.768 -0.1 0.1 -0.2 0.167
H -0.721 -4.039 10.251 0.3 -0.2 0.0 0.217
H 2.260 -4.863 7.695 -0.1 -0.1 0.4 0.190
H 2.301 -5.532 9.300 -0.1 0.1 -0.1 0.180

***

14
Properties=species:S:1:pos:R:3:forces:R:3:mulliken_charge:R:1 method="wB97M-V/def2-TZVPD" smiles="C[C@H]1CNC(=O)O1" orbital_gap_ev=10.843 e_tot_ev=-9847.157 largest_force_ev_per_a=0.6 e_above_lowest_kj_mol=11.9
C -0.161 1.629 0.575 0.0 0.0 0.1 -1.331
C 0.560 0.552 -0.217 0.1 0.0 0.3 0.373
C 0.654 -0.793 0.548 0.1 0.1 0.0 -0.519
N -0.395 -1.557 -0.089 -0.1 0.0 -0.2 -0.208
C -0.894 -0.912 -1.210 -0.1 -0.1 -0.1 0.461
O -1.787 -1.275 -1.927 0.5 0.0 0.2 -0.569
O -0.220 0.260 -1.381 -0.2 -0.1 0.0 -0.361
H -1.153 1.258 0.859 0.1 0.1 0.0 0.321
H -0.294 2.538 -0.018 0.1 -0.2 0.1 0.358
H 0.394 1.877 1.485 0.0 0.0 -0.1 0.364
H 1.549 0.888 -0.547 -0.2 0.0 0.0 0.300
H 0.440 -0.633 1.612 0.1 -0.1 -0.2 0.242
H 1.637 -1.270 0.459 -0.1 0.1 -0.1 0.293
H -0.330 -2.561 -0.149 -0.2 0.1 0.1 0.273

***

21
Properties=species:S:1:pos:R:3:forces:R:3:mulliken_charge:R:1 method="wB97M-V/def2-TZVPD" smiles=CCCSC.O.O orbital_gap_ev=9.515 e_tot_ev=-19304.965 largest_force_ev_per_a=1.5 e_above_lowest_kj_mol=55.9
C 1.722 -2.522 -0.324 0.0 0.2 0.1 -1.164
C 0.318 -2.302 -0.878 0.1 -1.5 -0.1 -0.593
C -0.376 -1.052 -0.403 0.5 0.6 0.6 -0.366
S 0.160 0.390 -1.370 -0.3 -0.4 -0.1 -0.104
C -0.698 1.728 -0.528 0.1 0.3 -0.4 -0.594
H 1.746 -2.529 0.761 -0.2 0.1 0.3 0.331
H 2.133 -3.485 -0.620 0.0 0.0 -0.3 0.372
H 2.396 -1.740 -0.645 0.3 0.2 -0.2 0.292
H -0.258 -3.199 -0.617 -0.2 0.3 0.3 0.301
H 0.357 -2.398 -1.960 0.0 0.5 -0.3 0.315
H -0.044 -0.845 0.611 0.0 -0.1 0.3 0.264
H -1.457 -1.130 -0.331 -0.2 0.0 -0.5 0.364
H -0.117 2.133 0.297 0.0 0.1 0.0 0.157
H -0.805 2.463 -1.323 0.1 0.4 0.2 0.298
H -1.713 1.520 -0.202 0.0 -0.4 -0.2 0.145
O -3.038 0.832 2.003 -0.3 -0.1 0.3 -0.656
H -3.392 -0.020 1.710 0.3 0.4 -0.1 0.339
H -2.320 1.088 1.420 -0.1 -0.3 -0.1 0.295
O 2.147 2.013 1.980 0.1 0.1 0.0 -0.632
H 1.199 1.948 2.128 0.0 -0.1 0.0 0.314
H 2.342 1.494 1.192 -0.2 0.0 0.0 0.324

***

14
Properties=species:S:1:pos:R:3:forces:R:3:mulliken_charge:R:1 method="wB97M-V/def2-TZVPD" orbital_gap_ev="8.141 / 8.135" e_tot_ev=-7356.423 largest_force_ev_per_a=0.5 e_above_lowest_kj_mol=562.7
C -2.243 0.855 -0.874 -0.1 0.0 -0.2 -0.754
O -1.514 0.749 0.348 0.2 0.0 0.1 -0.341
C -0.274 0.314 0.241 -0.1 0.0 0.0 -0.501
C 1.458 -1.626 0.237 0.2 0.0 0.0 -0.701
C 2.116 -0.443 0.069 -0.2 0.4 0.0 0.384
C 2.166 0.799 -0.053 0.1 -0.4 0.0 -0.696
H -1.769 1.588 -1.534 -0.1 -0.1 0.1 0.351
H -2.283 -0.118 -1.375 0.0 0.1 0.1 0.355
H -3.250 1.181 -0.614 0.2 0.0 0.0 0.228
H 0.242 0.248 1.177 0.0 -0.1 -0.1 0.470
H 0.098 0.076 -0.738 0.0 0.0 0.1 0.361
H 1.462 -2.119 1.207 0.0 0.1 -0.1 0.260
H 1.288 -2.279 -0.616 0.0 0.1 0.1 0.267
H 2.735 1.697 -0.188 0.0 -0.1 0.0 0.317